Entry 1:
Here is a single C3H7N3 molecule in a non-equilibrium geometry from OMol25. Energies are from ωB97M-V/def2-TZVPD.

Each line ends with the natural charge from an NBO analysis.
Atoms and positions in Å:
H  -1.513  -1.779  0.241  0.36
N  -2.285  -1.001  0.100  -0.66
C  -1.648  0.052  -0.167  0.25
N  -0.268  0.115  -0.252  -0.30
C  0.383  1.379  0.120  -0.45
N  0.265  -1.077  -0.078  -0.23
C  1.540  -1.208  -0.026  -0.17
H  -2.200  1.033  -0.257  0.17
H  1.235  1.511  -0.529  0.20
H  0.736  1.352  1.255  0.21
H  -0.321  2.260  -0.208  0.23
H  1.824  -2.250  0.115  0.20
H  2.253  -0.386  -0.313  0.17

Properties
energy above the lowest of the compared OMol25 structures with the same formula, charge and spin = 2.384 eV
structure (SMILES) = [H]/N=C\N(C)N=C
frontier orbital gap = 9.6 eV
HOMO = -8.8 eV
total energy = -7692.295 eV
M = 85.11 g/mol

Entry 2:
Here is a molecular structure, C3H7N3 in a non-equilibrium geometry from OMol25. Energies are from ωB97M-V/def2-TZVPD.

Each line ends with the natural charge from an NBO analysis.
Atoms and positions in Å:
C  -0.117  -1.546  0.022  0.00
C  1.113  -0.675  -0.288  -0.30
C  -1.004  1.433  -0.229  -0.44
N  -0.985  -1.056  0.715  -0.29
N  0.949  0.399  0.631  -0.44
N  -0.363  0.676  0.805  -0.16
H  -0.233  -2.546  -0.246  0.20
H  1.989  -1.230  -0.285  0.22
H  0.826  -0.428  -1.334  0.21
H  -2.000  1.013  -0.261  0.22
H  -0.896  2.415  0.014  0.21
H  -0.457  1.254  -1.191  0.16
H  1.177  0.289  1.646  0.39

Properties
energy above the lowest of the compared OMol25 structures with the same formula, charge and spin = 3.787 eV
frontier orbital gap = 10.0 eV
HOMO = -9.0 eV
total energy = -7690.892 eV
M = 85.11 g/mol

Entry 3:
Here is a single C3H7N3 molecule in a non-equilibrium geometry from OMol25. Energies are from ωB97M-V/def2-TZVPD.

Each line ends with the natural charge from an NBO analysis.
Atoms and positions in Å:
N  -1.713  -0.309  -0.540  -0.83
C  -0.542  -0.216  0.408  -0.15
C  0.431  -1.368  0.218  0.02
N  1.505  -1.038  -0.379  -0.19
N  1.468  0.371  -0.473  -0.47
C  0.378  0.893  0.184  -0.27
H  -2.316  0.441  -0.340  0.36
H  -1.404  -0.353  -1.485  0.36
H  -0.965  -0.246  1.410  0.21
H  0.096  -2.287  0.557  0.20
H  2.315  0.777  -0.224  0.37
H  0.805  1.542  1.032  0.19
H  -0.058  1.795  -0.368  0.20

Properties
energy above the lowest of the compared OMol25 structures with the same formula, charge and spin = 1.986 eV
structure (SMILES) = N[C@H]1C=NNC1
frontier orbital gap = 9.5 eV
HOMO = -8.5 eV
total energy = -7692.693 eV
M = 85.11 g/mol

Entry 4:
Here is a single C3H7N3O molecule in a non-equilibrium geometry from OMol25. Energies are from ωB97M-V/def2-TZVPD.

Each line ends with the natural charge from an NBO analysis.
Atoms and positions in Å:
H  2.550  -0.661  -1.495  0.33
N  1.660  -1.524  -1.672  -0.67
C  0.462  -1.127  -1.529  0.25
N  -0.010  0.165  -1.086  -0.46
N  -1.025  0.355  -0.404  -0.45
C  -0.821  0.081  0.990  -0.33
C  0.127  1.215  1.749  0.44
O  0.620  2.169  1.223  -0.51
H  -0.455  -1.883  -1.358  0.16
H  0.759  0.825  -0.919  0.36
H  -2.111  0.241  -0.858  0.36
H  -0.219  -0.944  0.987  0.20
H  -1.787  0.097  1.548  0.22
H  0.250  0.991  2.826  0.11

Properties
energy above the lowest of the compared OMol25 structures with the same formula, charge and spin = 5.302 eV
structure (SMILES) = [H]/N=C\NNCC=O
frontier orbital gap = 9.3 eV
HOMO = -8.4 eV
total energy = -9737.732 eV
M = 101.11 g/mol

Entry 5:
Here is 2 unconnected molecules or ions with the total composition C3H7N3O in a non-equilibrium geometry from OMol25. Energies are from ωB97M-V/def2-TZVPD.

Each line ends with the natural charge from an NBO analysis.
Atoms and positions in Å:
C  1.759  -0.715  0.016  -0.44
C  -0.082  0.745  -0.113  0.70
C  -1.378  -0.716  0.933  0.31
N  -1.213  1.180  -0.847  -0.84
O  0.132  1.540  0.989  -0.69
N  0.754  -0.003  -0.733  -0.58
N  -2.102  -1.449  0.373  -0.72
H  0.968  1.280  1.397  0.49
H  -1.535  2.108  -0.617  0.38
H  -1.110  1.073  -1.848  0.40
H  -2.301  -2.283  -0.146  0.44
H  2.405  -0.052  0.610  0.16
H  1.318  -1.463  0.687  0.19
H  2.385  -1.245  -0.700  0.21

Properties
energy above the lowest of the compared OMol25 structures with the same formula, charge and spin = 3.065 eV
frontier orbital gap = 9.8 eV
HOMO = -8.7 eV
total energy = -9739.968 eV
M = 101.11 g/mol

Entry 6:
Here is a single C3H7N3O molecule in a non-equilibrium geometry from OMol25. Energies are from ωB97M-V/def2-TZVPD.

Each line ends with the natural charge from an NBO analysis.
Atoms and positions in Å:
H  -0.902  2.637  0.515  0.35
N  -0.295  1.856  0.754  -0.59
C  -0.682  0.717  0.442  0.26
C  -1.862  0.308  -0.565  -0.70
C  0.146  -0.521  0.331  0.58
O  -0.184  -1.586  0.829  -0.60
N  1.378  -0.306  -0.225  -0.46
N  2.476  -1.114  0.130  -0.63
H  -1.603  0.189  -1.611  0.23
H  -2.340  -0.568  -0.166  0.24
H  -2.592  1.138  -0.520  0.21
H  1.627  0.631  -0.524  0.40
H  2.336  -1.451  1.078  0.36
H  2.496  -1.931  -0.469  0.35

Properties
energy above the lowest of the compared OMol25 structures with the same formula, charge and spin = 2.314 eV
structure (SMILES) = [H]/N=C(\C)C(=O)NN
frontier orbital gap = 10.1 eV
HOMO = -9.6 eV
total energy = -9740.720 eV
M = 101.11 g/mol

Entry 7:
Here is a single C3H7N3O molecule from OMol25. Energies are from ωB97M-V/def2-TZVPD.

Each line ends with the natural charge from an NBO analysis.
Atoms and positions in Å:
C  0.577  1.107  -1.741  -0.03
N  0.752  0.740  -0.542  -0.42
C  -0.444  0.303  0.165  -0.01
N  -0.833  1.217  1.213  -0.84
C  -0.246  -1.122  0.710  0.66
N  0.687  -1.877  0.068  -0.82
O  -0.967  -1.539  1.599  -0.62
H  -0.413  1.160  -2.214  0.15
H  1.435  1.382  -2.356  0.18
H  -1.287  0.216  -0.544  0.17
H  -1.094  0.698  2.045  0.39
H  -0.120  1.901  1.413  0.37
H  1.443  -1.411  -0.410  0.41
H  0.869  -2.792  0.452  0.40

Properties
energy above the lowest of the compared OMol25 structures with the same formula, charge and spin = 0.925 eV
structure (SMILES) = C=N[C@H](N)C(N)=O
frontier orbital gap = 10.1 eV
HOMO = -9.2 eV
total energy = -9742.108 eV
M = 101.11 g/mol

Entry 8:
Here is a single C3H7N3O molecule in a non-equilibrium geometry from OMol25. Energies are from ωB97M-V/def2-TZVPD.

Each line ends with the natural charge from an NBO analysis.
Atoms and positions in Å:
C  -0.058  -1.839  0.553  -0.45
C  -0.282  0.239  -0.717  0.39
N  -0.492  0.815  -1.949  -0.81
C  0.351  1.297  0.576  0.41
O  1.605  0.869  0.942  -0.73
N  -0.855  0.732  0.559  -0.54
N  -0.420  -1.055  -0.607  -0.32
H  1.684  0.907  1.906  0.50
H  -0.967  0.175  -2.573  0.40
H  -0.926  1.726  -1.912  0.38
H  0.322  2.392  0.682  0.14
H  0.852  -1.511  1.058  0.20
H  -0.889  -1.872  1.262  0.22
H  0.076  -2.874  0.220  0.21

Properties
energy above the lowest of the compared OMol25 structures with the same formula, charge and spin = 5.965 eV
frontier orbital gap (alpha / beta) = 7.5 / 7.5 eV
HOMO (alpha / beta) = -8.0 / -8.0 eV
total energy = -9737.069 eV
M = 101.11 g/mol